A 16-piece molecular cluster, C48H96O16 overall at a distorted geometry. Source: the Open Molecules 2025 dataset; level of theory: ωB97M-V/def2-TZVPD.

Geometry as XYZ:
```
160
Properties=species:S:1:pos:R:3:forces:R:3
C 0.088 4.956 3.885 0.588 0.260 0.049
C 1.377 5.201 4.685 -0.264 0.087 -0.521
O 1.672 4.518 5.628 0.026 -0.032 0.230
C 2.311 6.305 4.186 -0.089 0.276 0.426
H 0.322 4.685 2.848 0.091 0.054 0.115
H -0.461 5.890 3.849 -0.213 0.215 -0.068
H -0.540 4.185 4.319 0.139 -0.084 0.200
H 3.019 5.835 3.514 0.178 -0.112 -0.255
H 2.907 6.751 5.001 -0.406 -0.368 -0.190
H 1.805 7.109 3.643 -0.059 -0.215 0.047
C 0.548 3.886 -0.084 0.238 -0.218 -0.027
C 2.044 4.072 -0.114 1.143 -0.285 0.759
O 2.745 3.113 -0.399 -0.353 1.059 0.025
C 2.660 5.424 0.382 -0.735 -0.613 -1.179
H 0.243 3.304 -0.959 -0.054 0.217 0.151
H -0.013 4.805 -0.004 -0.037 0.266 -0.114
H 0.346 3.276 0.807 -0.032 0.061 -0.106
H 2.145 5.796 1.264 -0.031 -0.127 0.162
H 2.484 6.178 -0.403 0.003 -0.193 0.154
H 3.732 5.352 0.531 0.017 -0.223 0.109
C 4.971 -2.404 3.976 -0.353 0.669 -0.154
C 5.622 -3.293 2.951 0.550 -0.325 -0.249
O 6.792 -3.173 2.652 -0.266 0.124 0.070
C 4.781 -4.385 2.341 -0.531 -0.213 -0.569
H 4.002 -2.022 3.610 0.274 -0.285 0.222
H 5.601 -1.537 4.170 0.064 -0.098 -0.041
H 4.805 -2.904 4.934 -0.062 -0.202 -0.185
H 5.283 -4.956 1.544 0.114 0.404 0.484
H 3.846 -3.994 1.909 0.264 0.083 0.240
H 4.486 -5.069 3.135 -0.070 -0.139 0.118
C 0.794 1.372 6.237 -0.290 0.261 -0.216
C -0.708 1.551 5.895 0.161 -0.269 0.704
O -1.560 1.796 6.739 1.059 -0.121 -1.048
C -1.074 1.293 4.437 -0.382 -0.364 0.010
H 1.016 1.685 7.253 -0.266 0.067 0.125
H 1.418 1.986 5.573 -0.284 -0.147 0.049
H 1.166 0.342 6.128 -0.460 0.169 -0.172
H -0.388 1.718 3.701 0.055 0.054 0.243
H -2.115 1.571 4.210 0.346 0.067 0.250
H -1.004 0.203 4.286 0.049 0.231 0.040
C 4.823 0.131 -1.466 0.446 0.834 0.069
C 5.168 -1.315 -1.161 -1.383 -0.158 0.522
O 4.460 -1.906 -0.350 1.138 0.283 -0.769
C 6.202 -1.987 -2.033 0.053 -0.082 0.047
H 4.828 0.774 -0.578 0.039 -0.432 0.100
H 3.801 0.202 -1.832 -0.140 -0.289 -0.095
H 5.468 0.643 -2.187 0.038 -0.390 -0.047
H 7.176 -1.467 -2.045 -0.515 -0.123 0.026
H 5.778 -1.959 -3.043 0.176 0.185 -0.083
H 6.336 -3.041 -1.794 0.010 0.123 0.305
C -6.411 -0.263 0.397 -0.119 -0.113 -0.529
C -7.200 -1.174 1.313 0.056 -0.097 0.407
O -8.361 -1.449 1.124 0.189 0.037 -0.091
C -6.419 -1.649 2.530 -0.395 0.110 -0.605
H -6.159 0.652 0.928 -0.043 0.208 0.069
H -6.969 -0.028 -0.514 -0.037 0.020 0.272
H -5.461 -0.709 0.101 0.048 -0.174 0.111
H -6.096 -0.753 3.043 0.111 0.212 0.417
H -5.519 -2.136 2.176 0.219 -0.311 0.053
H -7.000 -2.296 3.183 0.031 0.076 -0.124
C 0.854 -2.809 -9.107 0.129 0.343 -0.573
C 1.003 -2.200 -7.724 -0.108 -0.246 -1.610
O 1.820 -1.354 -7.494 0.688 0.761 0.248
C 0.096 -2.754 -6.734 -0.604 -0.045 1.442
H 1.522 -2.287 -9.795 -0.099 -0.049 0.032
H -0.180 -2.755 -9.502 0.491 -0.088 0.393
H 1.163 -3.856 -9.072 -0.154 -0.054 0.007
H 0.301 -3.818 -6.677 -0.339 -0.346 0.037
H -0.943 -2.572 -7.028 0.106 -0.260 0.049
H 0.290 -2.316 -5.756 -0.110 0.051 0.040
C -2.401 -5.994 0.172 -0.673 -0.549 -0.480
C -3.906 -6.282 0.450 0.882 0.463 -0.857
O -4.568 -5.584 1.174 0.067 -0.045 0.238
C -4.552 -7.387 -0.383 -0.497 0.044 0.922
H -2.140 -6.452 -0.792 -0.036 0.235 0.095
H -1.780 -6.520 0.898 -0.050 0.222 0.294
H -2.164 -4.921 0.123 -0.240 -0.397 0.268
H -5.585 -7.491 -0.025 0.198 0.133 -0.312
H -4.086 -8.366 -0.245 0.318 0.187 -0.210
H -4.535 -7.086 -1.433 0.059 -0.168 0.033
C -3.529 2.939 -3.654 0.687 0.232 0.295
C -2.458 4.044 -3.422 -0.039 -1.923 -0.578
O -1.287 3.732 -3.336 -0.190 0.289 0.018
C -2.967 5.411 -3.193 -0.953 0.376 0.601
H -3.806 2.623 -2.645 -0.113 0.031 0.050
H -3.144 2.032 -4.163 -0.032 0.852 0.097
H -4.429 3.321 -4.126 -0.018 0.018 -0.156
H -3.624 5.294 -2.301 0.147 0.279 -0.468
H -3.597 5.777 -4.023 0.306 -0.202 0.350
H -2.182 6.112 -2.944 0.189 0.068 -0.139
C 0.129 1.090 -5.553 -0.799 0.354 0.474
C 0.824 0.743 -4.259 0.195 -0.448 1.083
O 0.734 -0.377 -3.750 0.254 1.644 -0.745
C 1.583 1.908 -3.557 -0.020 -0.785 -0.493
H -0.203 2.137 -5.494 0.187 -0.230 -0.111
H -0.770 0.468 -5.648 0.323 -0.041 -0.115
H 0.761 0.965 -6.427 0.220 -0.124 0.014
H 2.078 2.538 -4.314 -0.322 -0.091 0.282
H 2.347 1.513 -2.886 -0.132 -0.040 -0.010
H 0.887 2.520 -2.959 0.092 -0.213 -0.465
C 0.812 -2.596 3.215 0.998 0.714 0.395
C -0.497 -3.275 3.183 -0.732 -0.491 -0.063
O -0.674 -4.310 3.785 -0.058 -0.114 0.121
C -1.568 -2.676 2.323 -0.106 -0.099 -0.402
H 1.456 -3.144 3.892 0.221 -0.072 0.020
H 0.783 -1.547 3.540 -0.281 -0.185 -0.053
H 1.264 -2.549 2.226 0.019 -0.107 -0.214
H -2.462 -3.298 2.274 0.198 -0.096 -0.019
H -1.148 -2.520 1.323 -0.224 -0.011 -0.018
H -1.856 -1.703 2.696 0.006 0.453 0.169
C -5.130 3.929 1.847 -0.158 0.173 0.303
C -3.944 3.922 0.904 0.030 0.125 -0.391
O -4.029 3.376 -0.180 0.200 0.329 0.364
C -2.629 4.541 1.383 -0.567 -0.589 0.230
H -5.053 3.053 2.505 0.072 0.086 -0.043
H -6.070 3.827 1.290 0.334 0.045 0.039
H -5.177 4.814 2.505 0.127 -0.336 -0.362
H -2.140 3.739 1.941 0.211 -0.084 0.018
H -2.775 5.336 2.104 -0.134 0.260 -0.013
H -1.972 4.845 0.576 -0.226 -0.045 -0.143
C 2.091 -3.399 -2.458 -0.208 -0.246 -0.559
C 1.041 -4.359 -1.927 -0.524 0.931 0.046
O -0.015 -4.581 -2.498 1.055 -0.115 0.407
C 1.381 -4.887 -0.552 -0.731 -0.616 -0.229
H 1.832 -3.006 -3.446 -0.026 -0.058 0.234
H 3.057 -3.896 -2.503 0.140 -0.176 -0.063
H 2.238 -2.584 -1.754 -0.141 0.130 0.078
H 2.265 -5.505 -0.643 0.308 -0.206 0.078
H 0.553 -5.496 -0.171 0.217 0.198 0.010
H 1.626 -4.082 0.137 -0.036 0.152 -0.013
C -1.912 -2.289 -3.522 -0.533 0.520 0.293
C -2.462 -1.657 -2.249 -0.201 0.074 -0.076
O -2.356 -2.166 -1.146 -0.082 0.540 -0.744
C -3.161 -0.301 -2.489 0.622 -0.361 0.227
H -0.830 -2.231 -3.533 0.191 -0.115 0.155
H -2.277 -1.700 -4.368 0.037 -0.284 -0.074
H -2.229 -3.327 -3.589 0.100 -0.048 -0.008
H -3.643 0.071 -1.590 0.000 0.018 0.135
H -3.893 -0.358 -3.300 0.141 -0.138 0.085
H -2.380 0.416 -2.803 -0.258 -0.272 0.101
C 3.907 0.951 2.213 -0.525 0.209 0.405
C 3.885 1.367 3.683 -0.271 0.345 -0.179
O 3.707 0.600 4.604 0.112 0.164 -0.449
C 4.065 2.872 3.920 -0.003 -0.448 0.193
H 4.734 1.427 1.678 0.001 -0.185 0.129
H 2.979 1.338 1.758 0.291 -0.095 0.130
H 3.883 -0.133 2.101 0.232 0.100 -0.010
H 3.414 3.464 3.267 0.134 -0.175 -0.063
H 5.104 3.094 3.672 0.013 0.212 -0.049
H 3.872 3.145 4.961 0.027 -0.169 -0.175
C -1.152 0.796 0.278 0.170 -0.221 0.466
C 0.197 0.258 0.656 0.977 -0.890 -0.252
O 0.713 0.368 1.754 -0.520 0.419 -0.393
C 0.860 -0.618 -0.415 -0.174 -0.034 0.053
H -1.584 1.410 1.064 0.025 0.129 -0.016
H -1.784 -0.076 0.116 -0.181 -0.098 -0.056
H -1.079 1.316 -0.665 -0.112 0.296 -0.276
H 0.284 -1.555 -0.422 -0.101 0.100 -0.133
H 1.885 -0.902 -0.160 -0.066 0.345 0.156
H 0.822 -0.224 -1.446 -0.092 -0.039 0.516
```
Forces are in eV/Å.

The calculation puts the total energy at -3090.339302 hartree. As for the HOMO energy: -0.336 Ha. Its orbital gap is 9.24 eV. Its relative energy (zero: lowest compared OMol25 entry of this formula, charge and spin) is 18.7 kcal/mol.